No. 1
Entry from OMol25: one molecule with the formula C4H5NO in a non-equilibrium geometry (ωB97M-V/def2-TZVPD).

Cartesian coordinates (Å):
C 0.7043 0.3299 -0.9708
C 0.1350 0.1686 0.4540
C -1.3825 0.1335 0.2597
O -1.9983 1.0942 -0.1199
C 0.5964 -1.0693 1.0927
N 0.9182 -2.0725 1.5700
H 1.7235 -0.0466 -1.0524
H 0.0720 -0.2302 -1.6676
H 0.6650 1.3822 -1.2577
H 0.3946 1.0226 1.0907
H -1.8513 -0.8581 0.4117

Computed properties:
- max |F| (eV/Å) = 1.13
- SMILES = C[C@H](C#N)C=O
- calculated total energy (eV) = -7765.7259

***

No. 2
Entry from OMol25: a 7-piece molecular cluster, C14H42O7S7 overall in a non-equilibrium geometry (ωB97M-V/def2-TZVPD).

Cartesian coordinates (Å):
C -4.3874 3.4295 2.6428
S -2.6762 3.7809 2.2935
O -2.5542 3.8178 0.8052
C -2.7092 5.4946 2.7964
H -4.5567 2.4072 2.3107
H -5.0551 4.1325 2.1490
H -4.5563 3.4824 3.7209
H -3.5025 5.9847 2.2303
H -1.7664 5.9673 2.5345
H -2.8915 5.5739 3.8679
C 0.7188 4.6678 0.9104
S 2.4670 4.2430 0.8291
O 2.9709 4.3443 2.2113
C 2.1672 2.5122 0.4185
H 0.1589 3.7969 1.2515
H 0.3053 4.9966 -0.0414
H 0.6289 5.4554 1.6556
H 3.1249 2.0771 0.1382
H 1.4935 2.5298 -0.4410
H 1.7192 1.9719 1.2518
C 4.7956 -3.3424 0.0782
S 4.2591 -4.3937 -1.2653
O 3.8521 -5.6763 -0.6681
C 2.7300 -3.5190 -1.5962
H 5.1221 -2.3795 -0.3176
H 5.6703 -3.8239 0.5176
H 4.0208 -3.2561 0.8396
H 2.2440 -4.0681 -2.4020
H 2.9112 -2.4928 -1.9122
H 2.1254 -3.6013 -0.6929
C -0.5575 -5.1255 -0.4562
S -0.8576 -4.6960 -2.1609
O -1.1373 -5.9648 -2.8689
C -2.4430 -3.8731 -1.8732
H -1.2271 -5.9443 -0.1905
H -0.7289 -4.2776 0.2083
H 0.4782 -5.4541 -0.3616
H -2.8571 -3.6377 -2.8497
H -2.2188 -3.0428 -1.2086
H -3.0522 -4.6449 -1.3997
C 0.2138 -0.7766 0.1008
S -1.0718 -1.0539 1.3113
O -1.7729 -2.2694 0.8320
C -2.1502 0.3068 0.8877
H 0.9081 -1.6108 0.1377
H 0.6876 0.1919 0.2567
H -0.2758 -0.7440 -0.8759
H -2.3492 0.3761 -0.1809
H -1.7934 1.2793 1.2274
H -3.0471 0.0325 1.4440
C 2.4383 -0.6558 2.9533
S 3.9483 0.2948 2.7486
O 3.8610 1.4322 3.6857
C 5.0283 -0.9223 3.5193
H 1.5808 -0.0798 2.6130
H 2.2876 -0.9038 4.0059
H 2.5133 -1.5936 2.3977
H 6.0478 -0.5875 3.3480
H 4.8763 -1.8893 3.0361
H 4.7772 -0.9891 4.5756
C -3.0990 1.8032 -6.3498
S -3.9440 0.6644 -5.2548
O -3.4539 -0.6914 -5.5851
C -3.0634 1.1532 -3.7794
H -3.4607 1.6904 -7.3664
H -2.0335 1.5735 -6.2871
H -3.2395 2.8192 -5.9789
H -3.1392 2.2238 -3.5892
H -2.0068 0.8838 -3.8366
H -3.4960 0.5904 -2.9526

Computed properties:
- max |F| (eV/Å) = 1.06
- calculated total energy (eV) = -105372.0931

***

Question: What is the calculated total energy in the first record?
Answer: -7765.7259 eV